{"formula": "C18H25N5O3", "method": "the ωB97M-V functional and the def2-TZVPD basis", "species": ["C", "C", "C", "C", "O", "C", "C", "C", "C", "C", "C", "H", "H", "C", "N", "N", "N", "N", "C", "H", "H", "C", "C", "O", "N", "C", "H", "C", "O", "C", "H", "C", "H", "H", "H", "H", "H", "H", "H", "H", "H", "H", "H", "H", "H", "H", "H", "H", "H", "H", "H"], "positions_angstrom": [[-5.844, -2.150, 1.214], [-6.580, -0.935, 1.468], [-5.930, 0.475, 0.988], [-5.972, 0.501, -0.536], [-5.013, -0.445, -1.277], [-3.783, -0.018, -0.968], [-3.322, 1.110, -0.275], [-1.894, 1.495, -0.545], [-1.035, 0.584, -1.067], [-1.437, -0.659, -1.556], [-2.889, -0.653, -1.550], [-3.334, -1.655, -2.112], [-0.759, -1.504, -2.083], [0.459, 0.905, -0.919], [1.006, 1.884, -0.566], [2.217, 1.654, -0.549], [2.545, 0.391, -1.244], [1.332, -0.061, -1.404], [3.448, 2.652, -0.292], [2.921, 3.610, -0.071], [4.096, 2.484, -1.060], [3.716, 2.201, 1.318], [3.686, 0.711, 1.427], [2.781, 0.211, 2.301], [4.524, -0.049, 0.452], [5.607, 0.207, -0.286], [5.059, 0.215, -1.243], [6.556, -0.798, -0.499], [5.833, -2.154, -0.883], [4.593, -2.313, -0.523], [4.380, -3.238, -0.621], [4.261, -1.679, 0.643], [3.285, -1.771, 1.089], [4.921, -2.230, 1.507], [3.860, -1.877, -1.331], [7.042, -0.985, 0.534], [7.323, -0.660, -1.350], [6.058, 1.089, 0.341], [3.188, 2.607, 1.945], [4.748, 2.558, 1.411], [-1.406, 2.301, 0.184], [-4.034, 2.042, 0.231], [-7.065, 0.149, -0.923], [-5.934, 1.445, -0.756], [-5.185, 0.509, 1.353], [-6.513, 1.158, 1.396], [-7.639, -1.127, 1.056], [-6.744, -1.026, 2.593], [-5.745, -2.151, -0.049], [-5.039, -2.008, 1.631], [-6.349, -3.004, 1.454]], "lumo_energy_ev": 0.47, "max_force_ev_per_a": 19.7, "total_energy_ha": -1199.74068, "spin_multiplicity": 1, "de_lowest_kcal_mol": 472.5, "orbital_gap_ev": 8.98}

{"formula": "C18H25N5O3S", "method": "the ωB97M-V functional and the def2-TZVPD basis", "species": ["C", "N", "C", "O", "C", "C", "C", "S", "C", "N", "C", "C", "O", "H", "H", "H", "H", "H", "H", "H", "H", "H", "H", "H", "H", "H", "H", "H", "H", "N", "C", "O", "C", "C", "C", "C", "N", "C", "C", "N", "C", "C", "C", "H", "H", "H", "H", "H", "H", "H", "H", "H"], "positions_angstrom": [[-0.930, -4.340, -4.104], [-1.546, -4.090, -2.801], [-1.790, -2.919, -2.198], [-2.272, -2.948, -1.074], [-1.455, -1.573, -2.899], [-1.810, -0.314, -2.078], [-3.303, -0.080, -1.806], [-3.692, 1.533, -1.064], [-2.927, 1.349, 0.569], [-1.948, -1.433, -4.284], [-3.147, -1.799, -4.746], [-3.441, -1.443, -6.184], [-3.983, -2.401, -4.091], [-0.510, -5.346, -4.124], [-1.690, -4.264, -4.885], [-0.133, -3.622, -4.299], [-1.862, -4.889, -2.272], [-0.368, -1.573, -2.969], [-1.423, 0.558, -2.607], [-1.291, -0.372, -1.124], [-3.845, -0.135, -2.748], [-3.683, -0.867, -1.155], [-1.843, 1.320, 0.467], [-3.271, 0.423, 1.032], [-3.206, 2.194, 1.198], [-1.357, -0.937, -4.929], [-3.464, -0.359, -6.285], [-2.674, -1.864, -6.831], [-4.413, -1.852, -6.457], [2.132, -0.328, -0.080], [1.413, 0.128, 0.989], [0.234, -0.169, 0.962], [2.014, 0.869, 2.105], [1.260, 1.139, 3.257], [1.823, 1.824, 4.336], [3.155, 2.269, 4.298], [3.721, 2.945, 5.393], [3.147, 3.153, 6.636], [4.062, 3.836, 7.382], [5.209, 4.069, 6.642], [4.984, 3.533, 5.466], [3.901, 2.012, 3.135], [3.342, 1.324, 2.055], [1.644, -1.014, -0.647], [3.137, -0.398, 0.029], [0.225, 0.808, 3.318], [1.199, 2.005, 5.204], [2.168, 2.840, 6.978], [3.913, 4.152, 8.410], [5.708, 3.557, 4.658], [4.932, 2.335, 3.050], [3.955, 1.155, 1.175]], "lumo_energy_ev": -0.06, "max_force_ev_per_a": 2.1, "total_energy_ha": -1598.63303, "spin_multiplicity": 1, "de_lowest_kcal_mol": 51.9, "orbital_gap_ev": 7.92, "smiles": "CNC(=O)[C@H](CCSC)NC(C)=O.NC(=O)c1ccc(-n2ccnc2)cc1"}